# 1
The following is a quantum chemistry calculation of 5 unconnected molecules or ions with the total composition C39H50BrN7O, from OMol25.

Calculated values
E_tot ... -123689.121 eV
Charge ... +7
Multiplicity ... 2
Gap between HOMO and LUMO (alpha / beta) ... 0.3118 / 0.1656 Eh

Geometry (Å):
N (-4.40, -3.06, 2.17)
C (5.34, -3.66, 1.31)
H (2.25, 6.02, -2.43)
H (1.88, -1.55, 0.82)
C (-2.08, 4.87, 2.77)
C (2.26, 4.98, -2.11)
C (2.47, -1.17, -4.55)
H (-4.34, 1.24, -4.24)
C (-1.57, -0.04, -2.99)
H (-3.15, 4.83, 4.77)
H (-4.11, -2.34, 1.53)
H (4.46, 1.69, -6.15)
H (1.98, -2.69, 4.92)
H (-5.02, -5.02, -0.55)
H (6.31, -1.42, -5.88)
C (-4.96, 3.13, 4.52)
C (3.47, -4.36, 3.24)
C (1.83, 0.05, -4.80)
C (-5.11, -4.02, -0.12)
C (-0.86, 0.76, 3.67)
C (0.60, -1.12, 4.38)
H (4.22, -1.82, 1.13)
H (4.47, -6.24, 3.23)
H (6.08, -6.86, 1.32)
C (-0.05, 4.87, -1.50)
H (1.90, -1.95, -4.06)
C (2.55, 1.06, -5.47)
H (2.80, -4.70, 4.02)
H (-0.49, 1.46, 4.42)
H (-1.24, 5.47, 3.10)
C (0.35, 0.21, -4.43)
H (-2.07, -0.28, -2.06)
H (0.15, -0.99, 5.36)
H (-4.83, 2.10, 4.86)
N (-3.94, 3.50, 3.52)
H (-4.81, -1.98, 3.98)
C (-0.57, 0.73, -5.40)
C (-0.84, 4.23, 0.70)
H (-4.80, 3.64, 5.47)
C (-3.10, 3.26, 1.30)
C (4.44, -5.26, 2.77)
H (-1.84, 0.35, 3.91)
C (1.62, -2.06, 4.12)
H (4.40, -2.21, -4.77)
H (-4.25, -3.48, -0.53)
C (-1.09, 4.52, -0.62)
H (-6.03, -1.83, 2.64)
C (-5.39, -2.50, 3.22)
H (-0.25, 5.13, -2.53)
C (0.51, 4.07, 1.08)
H (7.03, -6.05, 2.45)
N (0.13, -0.36, 3.36)
H (7.02, -5.44, 0.74)
C (3.84, -1.29, -4.86)
C (1.52, 4.36, 0.17)
H (2.56, 4.42, 0.45)
H (-3.62, -3.31, 2.77)
C (1.63, -1.39, 1.86)
H (6.42, -0.16, -4.63)
H (0.44, -0.65, -2.49)
H (-0.28, 1.03, -6.39)
C (-2.01, 4.12, 1.63)
H (-4.20, -0.57, -3.81)
C (-4.95, -4.28, 1.40)
C (4.36, -2.73, 1.68)
H (-3.99, 0.70, -2.62)
C (-3.85, 0.45, -3.67)
C (-0.20, -0.15, -3.20)
H (-2.59, 1.21, -5.90)
C (3.90, 0.90, -5.67)
C (6.42, -5.86, 1.56)
H (-3.13, 2.61, 0.44)
N (4.50, -0.26, -5.39)
H (-5.95, 3.43, 4.19)
H (-4.78, 2.27, 2.12)
H (0.79, 3.56, 1.99)
N (-2.43, 0.42, -3.92)
H (6.13, -3.55, 0.59)
H (-6.09, -3.61, -0.35)
Br (-2.78, -0.23, 0.84)
C (-3.05, 4.49, 3.75)
H (3.25, 4.76, -1.73)
N (1.20, 4.74, -1.11)
H (-5.88, -3.35, 3.69)
H (-2.09, 4.60, -1.01)
C (2.16, -2.20, 2.88)
C (-1.95, 0.82, -5.13)
H (0.13, 0.12, 1.31)
C (6.00, -0.41, -5.60)
C (0.63, -0.46, 2.07)
C (3.31, -3.10, 2.59)
C (-3.99, 2.98, 2.29)
H (6.24, 0.27, -6.42)
O (-5.29, -5.27, 2.04)
N (5.35, -4.89, 1.84)
H (2.05, 4.42, -3.02)
H (-1.09, 1.32, 2.77)
H (2.01, 1.99, -5.58)

# 2
The following is a quantum chemistry calculation of a molecular structure, C39H50Cl2O3P4Zr, from OMol25.

Calculated values
E_tot ... -110867.202 eV
Charge ... +2
Multiplicity ... 1
Gap between HOMO and LUMO ... 0.2568 Eh

Geometry (Å):
C (-4.06, -5.02, -0.67)
C (0.15, -5.04, -1.05)
H (2.54, -3.77, -2.27)
H (3.26, 1.77, -4.25)
H (-0.21, -1.98, -3.30)
O (-2.99, -4.54, 2.72)
C (-1.97, 1.85, -3.69)
H (3.38, 5.80, -2.70)
H (-3.24, -1.43, 4.81)
Zr (-0.83, -2.03, 0.73)
P (2.81, 2.20, 0.62)
C (3.37, 3.84, -3.63)
C (0.55, 0.46, 0.19)
C (2.18, -3.08, -1.49)
H (-2.21, 1.19, 4.00)
C (-1.94, -0.69, -0.63)
O (-2.11, -3.55, 0.88)
H (-4.05, 0.31, 1.46)
C (-5.37, -7.06, -0.82)
H (-0.90, -5.32, -1.23)
H (0.12, 3.07, -0.36)
C (2.94, 4.25, -1.28)
C (2.89, 1.99, -2.15)
H (-1.51, -1.88, 4.68)
C (3.67, 4.33, 2.20)
H (-3.72, -4.08, -1.10)
C (-0.29, 1.17, -0.83)
C (-2.88, -4.45, 1.51)
P (-2.29, -0.85, 2.66)
H (-3.81, -6.83, 2.21)
C (3.18, 2.47, -3.42)
C (6.29, 1.17, 2.54)
H (8.30, 1.76, 2.03)
H (0.80, -5.62, -1.72)
H (4.67, 3.90, 2.14)
H (2.12, 0.08, 1.45)
C (4.56, 1.78, 0.94)
H (2.12, 7.14, 3.32)
P (-2.88, 1.26, -2.27)
H (-4.85, 0.69, -3.47)
H (-4.48, 2.13, -0.71)
H (0.39, -5.29, -0.01)
Cl (-6.47, -8.05, -1.68)
H (-1.09, 2.43, -3.37)
C (-0.20, -3.05, -3.03)
C (2.24, 6.13, 2.91)
C (1.11, 5.37, 2.58)
C (-4.95, -7.44, 0.48)
H (2.84, 4.95, -0.45)
H (4.40, 6.16, 3.03)
C (6.89, 2.30, 0.49)
H (-5.30, -8.37, 0.92)
H (-3.71, -0.69, -3.46)
C (-4.11, -6.58, 1.19)
H (7.64, 2.75, -0.17)
H (4.19, 0.70, 2.80)
H (2.75, 0.92, -1.98)
C (5.56, 2.26, 0.07)
C (3.25, 4.73, -2.55)
H (-2.63, 2.48, -4.31)
C (-2.47, -1.86, 4.16)
C (2.81, 2.87, -1.06)
H (6.57, 0.72, 3.49)
H (-2.74, -2.89, 3.88)
H (3.58, 4.22, -4.63)
C (1.70, 0.82, 0.75)
H (2.66, -3.32, -0.53)
H (-1.63, 0.99, -4.28)
C (-3.68, -5.37, 0.63)
C (-1.61, 0.48, -1.21)
H (-4.19, 3.25, -2.08)
H (0.11, 5.77, 2.73)
C (-1.57, 0.71, 3.25)
H (-4.70, -0.33, -2.01)
C (4.94, 1.16, 2.15)
H (-5.23, -5.59, -2.40)
P (0.38, -3.25, -1.32)
H (-2.91, -1.18, -0.85)
C (2.55, 3.61, 1.73)
C (3.52, 5.60, 2.74)
H (-2.97, 3.10, -0.76)
C (-4.91, -5.86, -1.40)
H (-4.52, -0.01, 3.17)
H (5.31, 2.64, -0.92)
Cl (1.08, -2.22, 2.19)
O (-0.66, 2.48, -0.33)
H (2.43, -2.05, -1.75)
C (-4.02, -0.42, 2.28)
H (0.38, 3.48, 1.83)
H (-0.58, 0.50, 3.69)
H (0.45, -3.60, -3.72)
H (0.36, 1.28, -1.73)
H (-1.23, -3.43, -3.12)
C (1.26, 4.10, 2.02)
C (-4.14, 0.11, -2.85)
C (7.26, 1.76, 1.72)
H (-1.42, 1.39, 2.40)
C (-3.71, 2.57, -1.37)
H (-4.54, -1.33, 1.95)

# 3
The following is a quantum chemistry calculation of a molecular structure, C39H50ClN7O6S2Sc, from OMol25.

Calculated values
Energy above the lowest of the compared OMol25 structures with the same formula, charge and spin ... 1.325 eV
E_tot ... -118865.808 eV
Charge ... +1
Multiplicity ... 1
Gap between HOMO and LUMO ... 0.2974 Eh

Geometry (Å):
C (0.56, 4.04, -3.49)
C (-4.83, 1.79, -3.96)
N (-0.54, 1.15, -2.20)
H (6.30, -1.92, 0.84)
O (2.23, -0.36, -1.08)
H (1.45, -5.16, 3.78)
H (-1.32, -0.31, 4.27)
C (-0.61, -1.14, -2.98)
H (2.29, -2.61, 4.71)
C (-4.52, 2.25, -1.23)
C (2.98, -2.62, -1.46)
C (0.80, -4.16, -0.73)
S (4.31, -1.54, 2.67)
H (1.99, -4.72, -4.63)
H (0.39, -1.30, -3.38)
H (1.98, 4.35, -1.91)
H (-0.65, -3.75, 1.79)
H (0.92, 0.59, 3.68)
C (-4.30, 2.53, 0.23)
C (-0.89, -1.32, 4.25)
C (-4.16, 0.86, -3.16)
C (-5.20, 3.17, -2.03)
H (0.75, -3.51, -4.86)
H (1.32, 3.93, -4.25)
H (-3.48, 0.38, -1.19)
C (0.94, 4.27, -2.17)
C (-5.35, 2.94, -3.39)
C (-0.03, 4.42, -1.19)
H (-4.95, 1.60, -5.02)
O (-1.74, 1.90, -0.03)
N (4.21, 0.38, 0.71)
C (-0.50, -0.13, -1.89)
H (-1.31, -1.50, 0.94)
H (-1.27, -0.80, -3.78)
H (-2.80, 4.00, -3.08)
Sc (0.94, 0.00, 0.99)
H (4.04, -2.75, 2.13)
C (-0.86, -5.76, -1.39)
C (2.71, 4.51, 2.16)
Cl (-2.13, -6.86, -0.98)
H (0.27, 4.63, -0.17)
H (1.29, -3.58, 0.05)
C (3.23, 2.24, 1.44)
C (-0.50, -5.58, -2.72)
H (-3.41, 4.63, -0.93)
H (2.23, 6.47, 2.88)
C (0.57, 5.11, 3.04)
H (-2.30, -2.23, 2.94)
H (-5.89, 3.65, -4.00)
C (0.92, 2.87, 2.21)
H (-0.96, -2.09, -2.57)
H (-4.49, 1.65, 0.85)
H (3.73, 4.76, 1.92)
C (2.33, -1.52, -0.64)
H (2.25, -0.34, 3.69)
H (-0.67, 1.84, -1.47)
C (4.68, -0.73, 1.13)
C (-0.21, -5.06, -0.39)
C (1.87, 5.47, 2.70)
H (-0.92, 3.55, 3.05)
N (-0.96, -1.09, 1.80)
H (-0.95, -4.05, 3.49)
H (-0.09, 5.84, 3.49)
C (0.09, 3.83, 2.80)
C (-1.75, 4.08, -2.83)
H (3.84, -2.21, -1.99)
H (-0.50, -5.20, 0.64)
O (2.11, -3.10, -2.46)
C (2.26, 3.20, 1.93)
N (5.61, -1.38, 0.36)
H (-0.69, 1.44, -3.15)
N (1.25, -0.36, 3.53)
S (-2.57, 2.97, 0.61)
H (-1.52, -0.25, 1.94)
H (-1.01, -6.15, -3.49)
O (0.47, 1.66, 1.93)
N (3.07, 0.97, 1.28)
H (-3.77, -0.05, -3.60)
C (1.15, -3.99, -2.06)
H (-4.92, 3.35, 0.60)
O (-0.36, -0.50, -0.70)
C (-0.78, 3.95, -3.81)
C (0.93, -4.53, -4.51)
H (5.93, -0.85, -0.44)
H (0.38, -5.22, -5.15)
H (-1.08, 3.78, -4.84)
H (-2.24, 5.30, 0.22)
H (-5.63, 4.06, -1.58)
H (0.76, -0.85, 5.53)
H (3.30, -3.43, -0.80)
H (-1.36, -1.87, 5.07)
O (1.90, -1.82, 0.52)
C (-4.01, 1.09, -1.81)
H (4.21, 2.65, 1.19)
C (-0.49, -3.34, 2.79)
C (1.22, -2.65, 4.47)
C (0.61, -1.25, 4.53)
C (-2.44, 4.47, -0.46)
H (1.48, -2.61, 2.38)
C (0.51, -4.70, -3.08)
C (-1.23, -2.01, 2.94)
C (-1.38, 4.33, -1.51)
C (1.01, -3.27, 3.10)
H (1.52, -5.02, 2.16)
H (0.75, -3.26, 5.25)
N (1.72, -4.54, 3.03)

# 4
The following is a quantum chemistry calculation of 8 unconnected molecules or ions with the total composition C39H50F4N10O, from OMol25.

Calculated values
Energy above the lowest of the compared OMol25 structures with the same formula, charge and spin ... 4.845 eV
SMILES ... N#C[C@@H](N)[C@@](C#N)(CCCF)CCOCC(F)(F)F.c1cc[nH]c1.c1cc[nH]c1.c1cc[nH]c1.c1cc[nH]c1.c1cc[nH]c1.c1cc[nH]c1.c1cc[nH]c1
E_tot ... -69061.503 eV
Charge ... 0
Multiplicity ... 1
Gap between HOMO and LUMO ... 0.2825 Eh

Geometry (Å):
C (9.05, 3.99, 1.84)
H (3.58, 2.14, 3.99)
C (4.24, 1.55, 3.20)
H (1.49, 1.11, 3.22)
H (0.13, 1.64, 7.50)
H (-3.00, -2.27, 0.26)
H (2.07, 1.63, -1.93)
C (7.83, 4.62, 1.77)
C (1.09, 2.97, -4.63)
H (5.16, -0.48, 3.77)
H (-5.54, 4.71, -2.84)
C (9.29, 3.68, 3.21)
C (-3.55, 6.75, -1.14)
C (-2.38, 0.71, -1.29)
H (-6.19, -5.87, -6.90)
F (-2.37, 1.36, -2.65)
H (-1.93, -6.05, -0.78)
C (-1.55, -3.80, 0.02)
H (-0.19, -9.60, -2.21)
C (1.29, 1.90, 2.39)
H (-1.45, -3.74, -1.06)
N (-1.68, -6.82, -1.39)
C (1.22, 3.46, 2.98)
H (-0.60, 2.90, -3.35)
N (-0.15, 1.61, 1.89)
N (-2.41, -2.98, 0.69)
H (0.10, 5.31, -6.73)
C (-4.81, 5.25, -2.24)
C (-2.36, -3.26, 2.03)
C (1.35, 3.75, -5.74)
C (-5.82, -6.19, -3.69)
H (-0.42, -1.54, 4.59)
C (-1.64, 0.72, 6.59)
H (-0.19, -5.37, 0.72)
C (-3.05, 5.49, -0.89)
H (6.43, 5.11, 3.28)
H (7.29, 5.01, 0.92)
H (-1.18, -4.72, 3.16)
C (-4.67, 6.60, -1.99)
C (-1.44, -4.27, 2.21)
H (1.50, -0.17, -1.82)
C (-0.93, -4.61, 0.94)
H (3.74, -0.55, 2.44)
C (8.20, 4.14, 3.92)
H (-5.30, 7.39, -2.39)
H (-2.79, -6.25, -3.13)
N (7.32, 4.70, 3.03)
H (9.71, 3.77, 1.01)
C (4.09, -0.06, 3.45)
C (-0.30, 0.91, 6.82)
H (4.22, 3.19, 1.61)
C (-0.77, -8.69, -2.16)
C (-6.07, -6.27, -5.91)
H (-1.72, -8.53, -4.18)
C (3.95, 2.03, 1.66)
H (1.48, -0.14, 5.94)
H (-5.99, -4.43, -4.86)
C (-5.98, -7.57, -5.46)
H (10.15, 3.19, 3.62)
C (0.23, 4.58, -5.95)
H (-0.41, -7.93, -0.08)
N (1.14, 4.72, 3.30)
H (-0.86, -0.38, 0.04)
H (-2.51, 1.21, 7.00)
H (-0.63, -0.73, -1.82)
F (3.13, -0.39, 4.56)
F (-3.41, -0.37, -1.19)
H (7.98, 4.10, 4.98)
C (-0.84, 0.11, -1.02)
H (-5.72, -8.36, -3.38)
N (1.85, 4.33, -0.46)
H (-5.73, -5.72, -2.72)
O (0.06, 1.26, -1.15)
C (-2.12, -6.98, -2.68)
N (-0.15, 3.31, -4.16)
C (-0.86, -7.86, -1.06)
N (-5.97, -5.44, -4.82)
H (4.74, 1.50, 0.96)
C (0.40, -0.02, 6.01)
F (-2.69, 1.79, -0.29)
H (-2.65, -0.63, 5.31)
H (-3.15, 7.68, -0.75)
H (-1.68, 4.68, -4.76)
H (-3.68, 3.59, -1.57)
H (-0.18, 0.55, 1.90)
C (-0.69, 4.28, -4.96)
N (-1.78, -0.29, 5.67)
H (1.68, -0.34, 0.77)
H (-2.21, 5.17, -0.29)
N (-3.82, 4.59, -1.57)
H (3.30, 0.19, -0.04)
H (-0.83, 1.87, 2.67)
C (-1.57, -8.13, -3.18)
H (1.68, 2.21, -4.14)
C (-0.53, -0.74, 5.31)
H (5.36, 1.83, 3.48)
C (2.39, 1.91, 1.17)
H (-2.98, -2.72, 2.74)
H (2.26, 3.72, -6.33)
C (1.48, 0.87, -1.23)
C (2.08, 3.30, 0.30)
C (2.20, 0.58, 0.21)
H (-6.02, -8.45, -6.08)
C (-5.82, -7.52, -4.05)

The records above yield max |F| values of 4.84, 2.77, 0.68, 12.06 eV/A, respectively.